The following is a quantum chemistry calculation of the molecule C6H8O2, from OMol25.

Each line ends with the Löwdin charge.
Element x y z (Å)
O1 1.271 0.599 -1.997  -0.072
C1 0.736 0.477 -0.667  -0.423
C2 0.674 -1.009 -0.718  -0.127
C3 -0.199 -1.700 0.421  -0.073
C4 -0.657 -1.087 1.519  -0.058
C5 -0.426 0.302 1.241  -0.279
O2 -1.145 1.442 0.870  0.025
C6 -0.630 0.825 -0.214  -0.241
H1 1.249 1.646 -1.917  0.156
H2 1.450 1.090 0.160  0.189
H3 1.667 -1.589 -0.603  0.161
H4 0.027 -1.262 -1.568  0.128
H5 -0.326 -2.772 0.298  0.099
H6 -1.291 -1.462 2.448  0.152
H7 0.723 0.808 1.475  0.182
H8 -1.497 0.366 -0.774  0.179

Summary:
* SMILES: O[C@@H]1CC=C[C@@H]2O[C@@H]12
* orbital gap: 9.39 eV

***

The following is a quantum chemistry calculation of a structure of composition C29H21N4O2S2TeV, from OMol25.

Each line ends with the Löwdin charge.
Element x y z (Å)
V1 -0.939 -1.534 1.292  0.532
C1 -0.700 -3.325 4.197  -0.057
O1 -0.709 -2.056 3.532  -0.210
C2 -0.237 -0.983 4.233  -0.228
C3 0.101 -1.019 5.577  -0.016
C4 0.558 0.141 6.188  -0.090
C5 0.664 1.320 5.468  -0.091
C6 0.313 1.349 4.127  -0.009
C7 -0.135 0.196 3.499  -0.167
N1 -0.545 0.141 2.128  -0.117
N2 -0.452 1.323 1.574  0.057
C8 -0.990 1.500 0.314  -0.163
C9 -1.787 0.594 -0.365  -0.326
O2 -2.004 -0.626 0.165  -0.251
C10 -2.387 0.887 -1.608  -0.020
C11 -2.143 2.083 -2.214  -0.033
C12 -1.303 3.043 -1.588  -0.176
C13 -1.019 4.281 -2.215  -0.051
C14 -0.214 5.208 -1.618  -0.104
C15 0.349 4.932 -0.354  -0.097
C16 0.096 3.744 0.273  -0.030
C17 -0.736 2.766 -0.323  -0.097
H1 -1.400 -3.304 5.034  0.101
H2 0.309 -3.550 4.544  0.111
H3 -1.010 -4.053 3.456  0.037
H4 0.015 -1.933 6.143  0.103
H5 0.831 0.114 7.235  0.100
H6 1.022 2.221 5.947  0.098
H7 0.376 2.253 3.542  0.098
H8 -3.007 0.123 -2.059  0.108
H9 -2.573 2.312 -3.182  0.109
H10 -1.455 4.475 -3.189  0.106
H11 -0.004 6.149 -2.112  0.092
H12 0.992 5.665 0.118  0.093
H13 0.538 3.519 1.234  0.094
S1 -0.919 -3.919 0.927  0.545
C18 0.817 -3.776 1.130  -1.078
S2 1.395 -2.149 1.163  0.643
C19 1.617 -4.883 1.314  -0.389
C20 3.022 -4.754 1.524  -0.265
N3 4.156 -4.664 1.704  0.131
C21 1.076 -6.201 1.330  -0.271
N4 0.658 -7.275 1.353  0.130
C22 -0.970 -1.607 -4.526  -0.471
Te1 -0.833 -2.519 -2.592  1.245
C23 0.596 -0.999 -2.151  -0.448
C24 0.705 -0.131 -3.376  -0.275
C25 1.549 0.981 -3.368  -0.038
C26 1.664 1.790 -4.484  -0.093
C27 0.933 1.494 -5.629  -0.101
C28 0.091 0.396 -5.641  -0.056
C29 -0.033 -0.423 -4.519  -0.292
H14 -1.994 -1.274 -4.700  0.044
H15 -0.708 -2.321 -5.306  0.043
H16 1.545 -1.461 -1.884  0.045
H17 0.261 -0.414 -1.296  0.023
H18 2.109 1.210 -2.470  0.120
H19 2.321 2.651 -4.462  0.097
H20 1.018 2.122 -6.508  0.093
H21 -0.489 0.169 -6.529  0.108

Summary:
* charge: -1
* spin multiplicity: 2
* orbital gap (alpha / beta): 5.77 / 5.79 eV
* ⟨S²⟩: 0.77

***

The following is a quantum chemistry calculation of the molecule C7H13N3O4, from OMol25.

Each line ends with the Löwdin charge.
Element x y z (Å)
C1 1.241 -2.495 2.246  -0.015
C2 0.761 -2.121 0.841  -0.198
N1 1.145 -0.676 0.410  0.094
C3 0.719 -0.081 -0.777  -0.442
O1 1.505 0.020 -1.717  0.104
C4 -0.653 0.482 -0.875  -0.279
N2 -0.941 1.096 0.406  0.024
C5 -0.803 1.629 -2.007  -0.031
C6 0.169 2.820 -1.934  -0.520
N3 0.464 3.240 -0.701  0.184
O2 0.377 3.478 -2.999  -0.012
C7 -0.793 -2.302 0.814  -0.423
O3 -1.337 -2.782 -0.172  0.111
O4 -1.376 -1.653 1.888  0.088
H1 1.761 -3.441 2.243  0.085
H2 2.006 -1.829 2.507  0.062
H3 0.496 -2.564 3.001  0.073
H4 0.954 -2.686 -0.032  0.129
H5 2.196 -0.621 0.494  0.159
H6 -1.408 -0.360 -1.071  0.157
H7 -1.782 1.630 0.250  0.090
H8 -1.060 0.421 1.166  0.072
H9 -0.619 1.241 -2.992  0.110
H10 -1.783 2.126 -2.034  0.127
H11 0.917 4.130 -0.580  0.121
H12 0.061 2.655 -0.010  0.044
H13 -2.216 -1.357 1.632  0.087

Summary:
* SMILES: C[C@H](NC(=O)[C@@H](N)CC(N)=O)C(=O)O
* orbital gap: 9.44 eV

***

The following is a quantum chemistry calculation of a structure of composition C4H4O3S, from OMol25.

Each line ends with the Löwdin charge.
Element x y z (Å)
C1 -0.246 -0.867 0.877  -0.131
C2 0.583 -1.836 0.471  -0.227
C3 0.549 1.582 0.368  -0.203
C4 0.465 0.322 0.361  -0.336
O1 1.983 -1.079 -1.646  -0.495
O2 0.912 2.695 0.105  0.147
O3 -1.952 1.268 -0.481  -0.027
S1 1.921 -0.819 -0.216  1.004
H1 -1.222 -0.965 1.369  0.124
H2 0.445 -2.870 0.659  0.071
H3 -1.750 2.079 -0.938  0.052
H4 -1.688 0.491 -0.928  0.022

Summary:
* orbital gap: 8.57 eV

***

The following is a quantum chemistry calculation of a cluster of 2 separate species, C4H13NO2 in total, from OMol25.

Each line ends with the Löwdin charge.
Element x y z (Å)
C1 -1.154 -1.248 1.605  -0.110
C2 -0.571 -0.971 0.223  -0.219
C3 -0.193 0.495 -0.003  -0.431
N1 -1.244 1.382 0.498  0.049
C4 0.092 0.748 -1.486  -0.242
O1 0.626 2.051 -1.715  -0.069
H1 -2.148 -0.844 1.753  0.064
H2 -0.520 -0.853 2.395  0.076
H3 -1.224 -2.322 1.756  0.067
H4 -1.271 -1.282 -0.549  0.114
H5 0.351 -1.557 0.132  0.099
H6 0.735 0.727 0.538  0.135
H7 -2.095 1.162 -0.017  0.084
H8 -1.038 2.339 0.226  0.072
H9 -0.864 0.732 -2.025  0.125
H10 0.761 -0.009 -1.919  0.118
H11 1.155 2.317 -0.953  0.081
O2 3.211 -0.969 -0.351  -0.048
H12 2.539 -0.278 -0.373  0.003
H13 2.853 -1.618 0.264  0.034

Summary:
* SMILES: CC[C@H](N)CO.O
* orbital gap: 10.40 eV

***

The following is a quantum chemistry calculation of the ion C4H8 with charge -1, from OMol25.

Each line ends with the Löwdin charge.
Element x y z (Å)
C1 -1.046 -0.408 -0.894  -0.194
C2 0.075 -0.055 -0.049  -0.581
C3 1.403 -0.377 -0.299  -0.150
C4 -0.181 0.761 1.200  -0.161
H1 -1.892 -0.889 -0.381  0.035
H2 -0.734 -1.182 -1.613  0.045
H3 -1.470 0.464 -1.456  0.029
H4 2.233 -0.099 0.334  -0.061
H5 1.689 -0.949 -1.184  -0.053
H6 0.746 0.843 1.764  0.030
H7 -0.924 0.313 1.905  0.036
H8 -0.618 1.736 0.973  0.025

Summary:
* charge: -1
* spin multiplicity: 2
* orbital gap (alpha / beta): 2.96 / 7.21 eV
* ⟨S²⟩: 0.75

***

In order of appearance, relative energy (zero: lowest compared OMol25 entry of this formula, charge and spin) = 7.015; 0.000; 2.486; 4.179; 0.552; 0.565 eV.